{
  "formula": "C4H32O13",
  "method": "ωB97M-V/def2-TZVPD",
  "elements": ["C", "C", "C", "C", "H", "H", "H", "H", "H", "H", "H", "H", "O", "H", "H", "O", "H", "H", "O", "H", "H", "O", "H", "H", "O", "H", "H", "O", "H", "H", "O", "H", "H", "O", "H", "H", "O", "H", "H", "O", "H", "H", "O", "H", "H", "O", "H", "H", "O"],
  "coordinates": [[-0.449, 0.315, -0.656], [-0.042, -0.460, -1.660], [0.368, 0.005, -3.005], [-0.206, -0.362, -4.133], [-0.238, 1.372, -0.683], [-0.957, -0.116, 0.215], [0.045, -1.560, -1.460], [1.120, 0.864, -2.902], [0.043, -0.203, -5.118], [-1.072, -1.128, -4.072], [2.840, 1.691, 2.664], [1.859, 0.592, 2.278], [2.505, 0.795, 2.997], [3.586, 0.255, -3.152], [2.982, 1.371, -4.035], [3.608, 1.136, -3.273], [-1.273, 3.978, 0.611], [0.060, 3.437, 0.529], [-0.831, 3.223, 0.317], [-3.273, -2.422, 1.986], [-4.248, -1.615, 1.038], [-4.314, -2.241, 1.793], [-2.693, -1.894, -0.733], [-2.682, -3.442, -0.383], [-2.329, -2.598, -0.237], [1.670, -2.749, -0.425], [1.998, -3.714, -1.457], [2.270, -2.903, -1.181], [0.394, -2.259, 1.594], [-0.203, -2.762, 0.391], [0.676, -2.823, 0.885], [-0.462, -0.775, 3.237], [-0.393, -2.467, 3.348], [-0.495, -1.635, 2.888], [0.355, 0.971, 5.112], [0.878, 0.531, 3.726], [0.080, 0.604, 4.261], [-1.966, 1.865, 0.419], [-3.305, 1.989, 1.366], [-2.815, 1.440, 0.770], [-2.944, 0.141, -1.794], [-3.267, 0.301, -0.145], [-3.361, -0.241, -0.962], [3.591, 1.717, -1.693], [2.985, 0.590, -0.677], [3.354, 1.571, -0.726], [2.377, 3.790, 1.355], [2.371, 2.740, -0.037], [1.801, 3.087, 0.819]],
  "forces_ev_per_angstrom": [[0.6, -0.4, -0.1], [-0.1, -1.5, 0.4], [1.2, 2.2, 1.2], [-2.4, -2.8, 1.7], [-0.5, 0.3, -0.2], [0.7, 0.1, -0.2], [-0.7, 1.0, -0.6], [-0.8, -1.3, -0.7], [0.8, 1.2, -1.9], [1.5, 1.1, 0.1], [-0.7, -1.8, 0.7], [0.9, 0.1, 0.3], [0.0, 1.6, -1.7], [-0.3, -5.0, 0.4], [1.4, -0.7, 1.7], [-0.9, 5.6, -2.7], [-1.6, 1.8, 0.6], [2.2, -0.3, 0.3], [-0.6, -1.3, -0.9], [-3.8, 0.7, -0.8], [-0.1, -0.7, 0.6], [3.7, 0.0, 0.3], [-1.3, 1.4, -1.2], [-1.1, -1.4, -0.6], [2.8, -0.2, 1.9], [0.4, 0.2, 0.3], [-0.9, -3.7, -1.5], [1.0, 3.5, 0.9], [0.2, 1.0, 1.3], [1.3, -0.5, 0.4], [-2.0, -0.6, -1.9], [0.0, 1.1, 2.3], [0.0, 0.8, 1.1], [-0.5, -2.2, -2.9], [0.0, -0.2, -0.3], [0.5, 0.5, 0.6], [-0.6, 0.2, 0.2], [-1.5, 0.0, 1.1], [0.1, 0.7, 0.4], [1.4, 0.0, -0.5], [-0.7, -0.3, 2.2], [0.4, 0.6, -0.9], [-0.1, -0.8, -2.2], [-0.5, -0.5, 1.2], [1.1, 3.1, -0.2], [-0.8, -2.3, -0.6], [-1.7, -2.4, -2.2], [-1.1, 0.6, 2.7], [3.1, 1.6, -0.2]],
  "gap_ha": 0.33903,
  "homo_ha": -0.3384,
  "e_above_lowest_kj_mol": 339.2,
  "multiplicity": 1
}


{
  "formula": "C4H33N2O10",
  "method": "ωB97M-V/def2-TZVPD",
  "elements": ["C", "N", "C", "N", "C", "C", "H", "H", "H", "H", "H", "H", "H", "H", "H", "H", "H", "H", "H", "H", "H", "O", "H", "H", "O", "H", "H", "O", "H", "H", "O", "H", "H", "O", "H", "H", "O", "H", "H", "O", "H", "H", "O", "H", "H", "O", "H", "H", "O"],
  "coordinates": [[0.976, 0.610, 0.013], [0.781, -0.460, 0.972], [0.156, 1.884, 0.411], [-1.313, 1.578, 0.415], [-0.351, 4.254, -0.314], [0.449, 2.983, -0.596], [0.640, 0.267, -0.996], [2.022, 0.881, -0.074], [0.281, -1.250, 0.559], [1.672, -0.827, 1.296], [0.428, 2.175, 1.465], [-1.744, 1.638, -0.519], [-1.520, 0.632, 0.728], [-1.814, 2.197, 1.086], [-0.007, 5.107, -0.889], [-0.274, 4.581, 0.731], [-1.421, 4.126, -0.518], [0.237, 2.620, -1.623], [1.501, 3.253, -0.530], [1.559, -3.146, -0.313], [1.953, -4.365, 0.553], [1.421, -3.564, 0.570], [-1.437, -2.482, -0.092], [-2.190, -1.615, -1.227], [-1.387, -1.730, -0.706], [-1.656, 1.060, -3.228], [-0.633, -0.081, -2.959], [-1.306, 0.485, -2.541], [-3.107, -1.505, 2.497], [-1.802, -2.180, 2.032], [-2.188, -1.305, 2.287], [2.739, -1.790, -1.727], [1.293, -1.994, -2.300], [2.020, -2.453, -1.830], [-1.346, -0.316, 3.496], [0.023, 0.262, 3.649], [-0.881, 0.429, 3.938], [-2.288, 3.200, 3.450], [-1.408, 1.927, 3.333], [-1.690, 2.754, 2.841], [4.412, -0.312, -2.250], [4.710, -1.063, -0.963], [3.993, -0.629, -1.441], [0.055, -1.969, -4.156], [1.072, -0.941, -4.426], [0.471, -1.212, -3.718], [-0.298, -3.633, 0.969], [-1.549, -4.472, 1.476], [-1.254, -3.610, 1.170]],
  "forces_ev_per_angstrom": [[-0.8, -0.1, 0.0], [1.9, -0.4, -2.9], [0.1, 0.2, 0.4], [-0.4, -0.2, -0.3], [-0.6, 0.1, 0.6], [-0.1, 0.6, -0.2], [-0.3, 0.1, 0.8], [0.2, 0.1, 0.5], [-1.3, 0.0, 0.4], [0.1, 0.1, 1.2], [-0.3, -0.2, -1.1], [0.4, 0.0, 0.0], [-0.1, -0.5, 0.2], [0.2, 0.2, 0.4], [0.1, -0.1, -0.4], [0.1, -0.3, -0.1], [0.2, 0.1, -0.1], [0.2, 0.0, 0.5], [0.2, -0.3, -0.1], [0.2, -0.3, -0.3], [0.0, -0.1, 0.1], [-0.3, 0.6, 0.0], [-1.0, -0.3, -0.4], [0.1, -0.2, 0.2], [1.0, 0.8, 0.1], [0.0, -0.1, -0.2], [-0.2, 0.0, -0.2], [-0.1, 0.4, 0.6], [-0.1, 0.1, 0.1], [-0.3, 0.4, 0.1], [0.3, -0.3, -0.2], [-0.2, -0.3, -0.2], [0.6, -0.4, 0.0], [-0.5, 0.5, 0.5], [-0.4, 0.2, 0.3], [0.3, 0.2, 0.6], [0.3, -0.4, -0.7], [0.0, 0.2, -0.1], [-0.3, 0.7, -0.3], [0.2, -0.8, 0.1], [0.0, 0.1, -0.1], [0.1, 0.0, 0.1], [0.1, 0.1, 0.1], [-0.4, -0.1, 0.3], [0.2, 0.4, 0.2], [0.1, -0.2, -0.9], [0.4, -0.8, 0.2], [0.1, -0.2, -0.1], [-0.1, 0.5, 0.1]],
  "gap_ha": [0.43229, 0.21081],
  "homo_ha": [-0.6334, -0.6329],
  "charge": 2,
  "multiplicity": 2
}


{
  "formula": "C4H33NO16",
  "method": "ωB97M-V/def2-TZVPD",
  "elements": ["O", "C", "N", "C", "O", "C", "C", "O", "H", "H", "H", "H", "H", "H", "H", "H", "H", "O", "H", "H", "O", "H", "H", "O", "H", "H", "O", "H", "H", "O", "H", "H", "O", "H", "H", "O", "H", "H", "O", "H", "H", "O", "H", "H", "O", "H", "H", "O", "H", "H", "O", "H", "H", "O"],
  "coordinates": [[0.621, -1.412, 1.540], [0.191, -1.262, 0.336], [-1.042, -2.003, 0.071], [-1.847, -1.989, -1.068], [-3.060, -2.039, -0.822], [0.770, -0.453, -0.770], [1.090, 1.038, -0.375], [0.193, 1.759, -1.300], [-1.248, -2.670, 0.836], [-1.361, -1.911, -2.028], [0.257, -0.398, -1.751], [1.744, -0.816, -1.087], [0.703, 1.305, 0.619], [2.062, 1.465, -0.433], [0.567, 2.642, -1.305], [-0.509, 1.406, 3.376], [-0.555, 2.098, 4.547], [0.044, 2.109, 3.801], [0.618, -1.525, -4.002], [-0.883, -1.450, -4.028], [-0.201, -1.935, -3.596], [-3.814, -1.479, 2.258], [-3.524, -1.101, 0.811], [-3.328, -0.845, 1.720], [-0.993, -0.488, 2.081], [-2.035, 0.409, 3.018], [-1.225, -0.057, 2.905], [0.807, 3.416, 1.170], [2.081, 3.149, 1.395], [1.612, 3.494, 0.630], [-2.941, 2.007, -1.083], [-1.607, 1.425, -1.103], [-2.525, 1.146, -1.174], [-1.572, 1.183, -3.397], [-0.053, 1.320, -3.065], [-0.698, 1.244, -3.797], [-2.088, 1.714, 0.479], [-2.803, 1.062, 1.540], [-2.152, 1.793, 1.462], [-0.187, -3.573, 3.799], [-0.158, -2.177, 3.241], [-0.642, -3.018, 3.171], [4.001, 0.822, -2.524], [3.805, -0.237, -1.467], [3.366, 0.191, -2.209], [2.328, -0.135, -3.637], [1.332, 0.101, -4.633], [1.979, -0.621, -4.403], [2.415, 2.322, 3.597], [1.617, 1.137, 2.762], [2.317, 1.830, 2.790], [4.215, -1.935, 0.499], [3.012, -1.126, 1.025], [3.922, -1.041, 0.666]],
  "forces_ev_per_angstrom": [[1.7, 0.8, -0.6], [-2.9, -1.3, -0.5], [2.4, 0.4, -0.8], [0.6, -0.1, 2.9], [-1.6, -0.4, -1.0], [1.6, 1.2, 0.3], [-3.1, -1.1, 0.3], [1.0, 0.6, 0.2], [-0.3, 1.1, -0.5], [-0.1, 0.2, -0.1], [-0.4, -0.5, 1.0], [0.3, -0.8, 0.1], [0.2, -0.7, -0.1], [0.9, -0.3, -0.5], [-0.2, 0.6, 0.0], [1.0, -0.4, -1.2], [0.2, 0.8, 1.1], [-1.3, -0.2, 0.5], [-0.7, -0.8, 0.8], [-1.0, 0.6, -0.4], [1.6, -0.2, -0.6], [0.2, 0.1, 0.0], [0.3, -0.5, -0.8], [-0.9, 0.2, 0.4], [-0.5, 0.1, -0.6], [-0.8, -0.4, -1.0], [2.1, -0.2, 2.9], [-0.9, 0.5, -0.9], [1.7, -0.7, 0.1], [-0.9, 0.7, 0.9], [-0.7, 0.1, -0.2], [1.2, -0.4, -0.4], [-0.4, 0.4, -0.2], [0.1, -0.1, 0.3], [-0.8, 0.0, 0.1], [0.5, 0.0, -0.7], [0.3, 0.3, 1.3], [0.3, 0.3, 0.3], [-1.0, 0.1, -1.5], [0.1, -0.4, 0.2], [-0.3, 0.0, -0.7], [-0.2, 0.0, 0.6], [0.5, 0.5, -0.3], [-0.2, -0.3, 0.5], [0.1, 0.0, -0.1], [0.7, -1.0, 0.5], [0.4, -1.1, -0.5], [-1.0, 2.3, -0.5], [-0.9, -0.5, 0.6], [0.7, 1.1, 0.9], [1.0, -0.7, -1.9], [-0.1, -0.4, 0.0], [0.2, 0.0, -0.1], [-0.4, 0.4, 0.0]],
  "gap_ha": [0.11882, 0.28768],
  "homo_ha": [-0.0238, -0.1958],
  "charge": -1,
  "multiplicity": 2
}


{
  "formula": "C4H34N2O11",
  "method": "ωB97M-V/def2-TZVPD",
  "elements": ["N", "C", "C", "C", "C", "N", "H", "H", "H", "H", "H", "H", "H", "H", "H", "H", "H", "H", "O", "H", "H", "O", "H", "H", "O", "H", "H", "O", "H", "H", "O", "H", "H", "O", "H", "H", "O", "H", "H", "O", "H", "H", "O", "H", "H", "O", "H", "H", "O", "H", "H"],
  "coordinates": [[-0.242, -0.675, -1.095], [0.196, -1.767, -1.803], [1.491, -2.436, -1.247], [2.776, -1.652, -1.584], [3.707, -1.239, -0.362], [2.919, -0.531, 0.660], [-0.510, -1.051, -0.174], [0.099, 0.102, -0.869], [0.381, -1.472, -2.769], [-0.597, -2.618, -1.845], [1.633, -3.487, -1.613], [1.317, -2.578, -0.132], [2.548, -0.716, -2.055], [3.398, -2.288, -2.275], [4.026, -2.345, 0.015], [4.523, -0.587, -0.759], [2.401, -1.223, 1.029], [2.239, 0.034, 0.121], [0.012, 3.666, 2.377], [-0.088, 3.903, 1.416], [-0.663, 3.277, 2.683], [-2.850, -0.241, 2.067], [-2.197, -0.446, 2.814], [-3.537, -0.793, 2.525], [-2.402, -2.252, -0.136], [-2.957, -2.956, -0.632], [-3.170, -1.604, 0.186], [1.543, 2.319, -2.568], [0.794, 2.440, -1.982], [1.188, 1.527, -2.786], [-0.460, -0.514, 2.514], [0.012, -0.018, 3.174], [-0.556, -1.456, 2.598], [-3.959, 2.680, 1.177], [-3.178, 2.548, 1.581], [-3.897, 2.365, 0.214], [2.201, 1.034, 3.311], [2.951, 0.912, 2.679], [2.099, 2.002, 3.436], [-1.078, -3.482, 1.509], [-1.872, -3.165, 1.010], [-0.624, -4.135, 0.887], [-1.020, 1.137, -3.236], [-1.791, 1.739, -3.149], [-1.193, 0.832, -4.198], [-2.032, 2.979, -1.686], [-2.367, 3.165, -0.882], [-1.147, 2.686, -1.739], [-0.102, 2.466, 0.321], [0.773, 2.055, 0.699], [-0.738, 1.859, 0.569]],
  "forces_ev_per_angstrom": [[-6.0, -7.2, 2.0], [0.8, -3.3, 0.4], [0.0, -0.8, 0.8], [1.4, -0.6, 0.7], [-0.5, -2.6, -0.9], [2.1, 2.7, -2.2], [-0.3, 0.4, -0.4], [4.6, 7.9, 0.7], [0.5, 0.4, -2.7], [1.0, 1.7, 0.1], [-0.4, 0.8, 0.0], [0.3, 0.3, -1.1], [-0.4, 0.5, -0.7], [-0.5, 0.9, 0.4], [0.0, 3.0, -0.3], [-0.4, -0.9, 0.6], [-2.5, -2.6, 2.2], [0.5, -0.2, 0.5], [8.6, 6.0, -3.5], [-0.2, -0.7, 1.9], [-8.2, -4.5, 3.2], [-1.0, -1.8, 2.8], [0.0, 1.1, -2.1], [-0.2, 0.9, -1.2], [-5.2, 0.3, -0.9], [1.4, 1.7, 0.9], [2.7, -1.6, -0.8], [1.0, 3.1, 1.6], [0.0, 1.5, 1.0], [-0.9, -4.7, -2.5], [-0.3, 1.1, -1.1], [0.9, -0.6, 0.7], [0.7, -0.8, 0.5], [-4.4, 0.5, -4.5], [4.3, -1.1, 2.0], [0.0, 0.5, 2.4], [0.4, 0.8, -0.4], [-0.9, 0.0, 0.5], [0.2, -0.8, -0.2], [1.0, -1.7, -0.6], [1.0, 0.0, 0.3], [-0.9, 1.4, 1.4], [-1.5, -0.3, -3.1], [0.5, -0.4, 0.4], [0.9, 0.5, 2.3], [-0.7, -0.2, -5.0], [-0.9, 1.0, 4.2], [1.3, -0.2, 1.0], [4.7, -0.1, -1.4], [-2.4, 1.3, -0.9], [-2.3, -2.3, 0.9]],
  "gap_ha": 0.31397,
  "smiles": "NCCCCN.O.O.O.O.O.O.O.O.O.O.O",
  "homo_ha": -0.3175,
  "e_above_lowest_kj_mol": 592.1,
  "multiplicity": 1
}


- Which formula does entry 2 have?
  C4H33N2O10


- What is the multiplicity in the fourth record?
  1